Record 1
A cluster of 18 separate species, H37O18 in total at a distorted geometry. Source: OMol25; level of theory: ωB97M-V/def2-TZVPD.

Structure (XYZ):
```
55
Properties=species:S:1:pos:R:3:forces:R:3
H -4.9623 -0.7081 -3.6318 -1.1 -1.5 0.7
O -2.2142 4.1389 -0.1300 0.3 0.0 -0.3
H -4.3382 -2.5476 -1.3705 -1.9 3.3 0.0
H 1.3674 1.3477 4.1508 2.5 0.1 -1.5
H -2.5422 2.0392 -3.3446 0.3 1.6 0.6
H -1.5865 -3.4889 -4.2930 -0.3 -0.9 0.9
O -2.3882 2.8945 -2.8401 0.8 -2.1 -1.2
H -0.7999 1.5443 -1.4898 -0.7 -0.7 0.4
O 2.4041 4.2256 1.4629 -0.1 4.5 1.3
H 4.4379 1.9222 3.2387 -0.1 0.1 -1.3
H 2.4064 3.3746 1.1916 0.2 -4.2 -1.3
H 2.3784 1.3957 -0.6742 0.3 0.5 0.1
H 3.4443 2.7168 2.4106 1.6 -1.6 0.0
O -4.7974 -1.6028 -1.4722 1.2 -2.8 -0.1
H 1.4942 -1.9406 6.0682 0.2 -0.4 0.4
H 2.0244 -1.6745 2.6088 -0.2 -0.7 -0.8
O 2.3590 -0.9825 3.1653 -0.5 -0.8 1.0
H 2.3719 0.5828 3.1066 -0.4 1.0 0.7
H -3.2246 2.9988 -2.4103 -0.8 0.4 0.6
O -3.0703 -3.2774 -0.4496 0.5 -2.1 2.5
O 1.9021 -1.7800 -1.3563 0.5 0.6 -0.8
O -0.5139 0.7078 -1.0561 0.7 1.0 -1.7
H -0.0168 -1.6862 6.2749 0.2 -0.1 0.0
O 4.2861 2.1661 2.2875 -0.8 1.1 1.3
H 1.4826 2.8613 -1.1579 1.0 0.1 -0.5
O -2.2316 -3.8924 -3.6756 -0.5 1.2 -0.6
O 3.2371 0.4760 0.3424 -0.8 0.7 -0.7
H 3.2793 4.4463 1.8102 -0.2 0.0 -0.3
O 2.2434 1.4352 3.6125 -2.6 0.1 1.2
H 0.9419 4.0814 -3.0546 -0.7 0.0 0.2
O -0.6973 -5.4333 0.8937 -0.6 0.5 -0.3
H 2.7382 -1.8574 -1.8314 0.0 -0.1 0.0
O -4.3732 -0.0154 -3.8128 -0.5 2.7 -1.5
H -4.9297 -1.3776 -0.5473 -0.1 0.1 0.0
H -0.7063 -6.3687 0.8493 -1.0 -1.8 -0.8
H 3.0098 -0.4527 0.1730 0.9 0.3 0.3
H 0.0189 -5.4370 1.4986 1.4 1.3 1.1
O 0.7031 -2.9676 0.5177 0.8 0.5 0.2
H -2.9617 -3.4270 -1.3720 0.8 -0.5 -1.4
H -2.9034 -4.1744 -0.0020 -0.3 1.9 -1.0
O 0.7915 -1.3176 5.9019 -0.2 0.4 -0.5
O 1.8490 1.9446 -1.3774 -0.5 -0.5 1.0
H -3.5328 -0.2877 -3.5470 1.8 -1.0 0.8
H -0.4616 3.7672 -2.2555 1.1 0.3 -0.5
H -2.2093 5.0915 0.0924 -0.4 -1.0 0.3
H -0.7329 0.7968 -0.1416 -0.4 0.1 1.1
H 1.2084 -2.1823 0.1160 -1.9 -1.5 1.0
H -2.8080 3.6065 0.4227 0.2 1.0 0.0
H 0.9374 1.5261 -1.3878 0.4 -1.1 -0.1
H 1.2233 -1.9954 -2.0103 0.0 0.0 0.3
H -0.1613 -2.8501 0.9547 0.8 0.7 -0.7
H 4.1292 0.7254 0.6714 -0.7 -0.7 0.1
O 0.5336 3.7391 -2.2461 -1.2 0.2 0.4
H 1.7644 -1.0505 3.9469 0.5 0.2 -0.3
H -1.8659 -4.5740 -3.1248 0.9 -0.4 -0.1
```
Forces are in eV/Å.

Summary:
charge	+1
E_LUMO	-2.77	eV
DFT total energy	-37448.0009	eV
molecular weight	325.28	u
E_HOMO	-12.871	eV
relative energy (zero: lowest compared OMol25 entry of this formula, charge and spin)	524.02	kJ/mol


Record 2
A cluster of 11 separate species, H38N9O5S in total at a distorted geometry. Source: OMol25; level of theory: ωB97M-V/def2-TZVPD.

Structure (XYZ):
```
53
Properties=species:S:1:pos:R:3:forces:R:3
H 2.9263 2.4187 -2.1200 0.1 0.8 -0.3
H -0.4978 1.0563 -3.9039 -0.5 0.3 -1.0
H -0.2664 0.4188 -2.4452 -0.3 0.1 0.7
H 0.3235 3.6270 -0.5222 0.5 0.4 -0.5
H -0.0585 4.3937 0.8483 -1.0 1.0 0.3
H 1.4355 -4.0918 -2.0462 0.1 -1.1 -1.1
H 0.6472 -2.6494 -2.6860 0.2 -0.8 -1.2
H 3.0218 0.5071 1.3839 -0.4 0.9 0.3
H 3.6961 0.9740 -2.1033 1.0 -0.1 -0.7
H 0.0834 1.7042 4.0191 -0.5 0.2 1.0
H -2.5282 -1.9355 -2.6871 -0.7 -0.1 -0.8
H 1.5135 -2.6481 -1.3424 0.5 0.2 0.2
H 2.5653 1.2136 -0.9975 -0.6 0.4 0.0
H 0.8191 1.5428 -3.1202 0.2 0.2 -0.1
N -0.2133 -3.1945 2.0325 0.8 0.2 1.2
N 3.2862 1.6898 -1.5206 0.7 -0.5 -0.2
N 2.7051 -0.4414 1.2423 1.7 0.2 -0.3
H 0.8955 0.2652 3.6847 0.0 -0.1 1.2
N -3.4372 0.3275 1.9260 -1.0 0.0 -0.6
N 0.2216 0.7421 -3.2683 0.8 0.4 -2.2
N 0.1979 3.4926 0.4709 0.1 0.5 0.0
H 1.2182 1.6279 2.8719 0.5 0.5 0.2
H 1.0354 3.2719 0.9904 0.5 -0.2 -0.4
H 3.6216 -0.8518 1.1342 0.9 -1.5 0.8
O -0.7815 0.6288 1.0491 0.6 0.4 0.2
N 0.4742 1.1024 3.3083 1.2 0.1 0.1
H 2.2737 -0.5439 0.3348 -0.7 0.1 0.1
H 3.9759 2.0453 -0.8740 1.0 0.7 -0.1
H -2.2481 -2.8416 -1.3158 -0.8 -0.7 -0.1
N 0.9183 -3.2352 -1.9092 0.0 1.2 1.3
H -4.0207 0.8490 1.2875 -0.5 0.6 -0.4
O 1.1211 0.8394 -0.4413 0.2 -0.1 0.2
H 0.1407 -2.4530 1.4451 -0.7 0.1 -1.2
H -2.4940 0.3146 1.5649 0.5 0.3 0.1
S -0.0940 0.0968 -0.1386 -2.9 0.4 0.9
H -0.5230 2.7893 0.5477 -0.9 -0.1 0.5
H -1.8718 -1.2554 -1.3141 0.8 0.6 -0.4
H -1.9833 1.6593 -1.0287 -0.4 0.1 -0.3
H 0.6252 -3.4523 2.5330 0.3 -1.1 1.0
H -3.3786 2.0734 -0.6122 -0.7 0.5 -0.3
H -0.8642 -2.7968 2.6945 -0.5 -0.2 0.6
H -0.6138 -4.0239 1.6181 -0.2 -0.6 -0.4
H 2.1618 -0.7805 2.0233 0.3 -0.5 0.1
H -3.5626 0.8000 2.8098 0.0 0.1 1.0
H 0.1026 -3.3511 -1.3249 -0.3 -0.8 0.0
O 0.1465 -1.3262 0.1360 1.0 -0.4 -1.0
N -2.5209 -1.9388 -1.6772 0.3 -0.1 0.8
O -2.5163 2.4286 -0.8280 0.7 0.2 0.7
H 0.7302 -0.0082 -3.7137 0.4 0.0 -0.7
H -3.8444 -0.5967 1.9359 -0.4 -0.6 0.6
H -3.3674 -1.5912 -1.2497 -1.4 -0.6 -0.5
H -0.1416 0.8324 2.5547 -1.0 0.0 -0.5
O -1.0560 0.2747 -1.2568 0.5 -1.4 1.0
```
Forces are in eV/Å.

Summary:
charge	+7
E_LUMO	-21.58	eV
DFT total energy	-35000.2462	eV
molecular weight	276.43	u
E_HOMO	-30.870	eV
relative energy (zero: lowest compared OMol25 entry of this formula, charge and spin)	1499.68	kJ/mol


Record 3
A structure of composition H39O20 at a distorted geometry. Source: OMol25; level of theory: ωB97M-V/def2-TZVPD.

Structure (XYZ):
```
59
Properties=species:S:1:pos:R:3:forces:R:3
O -4.7908 -2.1823 2.2503 0.1 2.0 1.0
H -3.7405 0.0241 1.2722 -0.8 -0.3 -1.3
H -0.6364 -0.4537 -0.5404 0.7 0.2 0.0
H 4.1610 -1.1735 -4.2055 -0.2 0.2 0.1
H 2.0258 2.2217 0.3488 0.4 -1.1 -0.6
H -3.3445 1.3359 2.0468 0.6 -3.0 -0.5
O 1.4628 3.9243 2.0544 -6.5 7.2 6.0
H 3.0733 3.3777 -1.2376 0.6 -1.6 0.0
O -0.4927 -0.4814 2.9037 1.1 0.7 -0.7
H -2.1203 2.2058 -1.6176 -0.4 0.3 -0.1
O 5.7313 0.4448 1.4832 0.4 1.1 -0.9
H -5.3216 -0.9600 -1.0179 0.3 -2.3 0.9
O -1.9801 -5.4322 -1.8409 1.5 -0.3 -1.2
H 0.1939 -2.7187 -2.9495 -0.2 0.4 2.2
H -1.2255 -5.4092 -2.4677 -1.2 1.1 -1.0
H -2.7852 0.4215 -0.8293 -0.3 -0.7 0.4
H -4.8282 -2.4521 -0.4848 -0.6 1.4 -0.6
O -2.9306 -0.5360 -0.6538 3.1 -0.3 -2.7
O -2.5055 3.0379 -1.2541 4.4 0.6 1.2
H -0.1531 -0.0238 2.0924 -0.7 -0.2 1.0
O -0.5027 0.8100 -1.7394 0.6 1.9 0.4
H -0.5773 -1.3584 2.5307 -0.3 -0.5 0.0
O 2.6297 -0.2852 4.0593 1.4 -0.5 0.8
H 0.2254 3.2784 -0.1607 -9.8 9.7 9.0
H 0.7422 -0.7962 0.0228 -0.7 -0.3 -0.2
H 3.0870 0.3585 3.5124 -0.8 0.1 -0.2
H -1.5248 3.3914 -0.9099 -4.0 -1.0 -1.3
H -0.3994 -0.6734 -3.5464 0.3 0.6 -1.4
H 1.9014 3.5275 1.4766 5.9 -5.5 -7.1
H -2.8455 -1.6981 4.3724 -0.9 -0.5 0.6
H -0.2812 0.9998 -2.6779 -0.3 -0.2 0.9
H -1.8665 -0.9146 4.8822 2.2 1.8 0.0
O 2.8119 1.6218 0.6149 -2.0 -0.7 -1.5
H 1.6947 -0.3421 3.9071 -0.8 0.4 -0.7
H -2.0858 -0.8783 -1.2161 -3.3 0.7 1.6
H 0.0576 1.7452 -1.0779 0.0 -0.1 -0.8
H 0.7163 -0.1712 -4.5305 -0.4 -0.1 0.1
H -4.9941 -1.2517 2.7218 1.4 -3.1 -2.3
H 5.1153 -0.1977 1.8198 -0.7 -0.1 -0.1
O -0.4187 -2.5439 -2.1906 -1.2 -0.8 -3.0
O 0.7026 2.8057 -0.5784 9.0 -11.2 -9.0
H 1.4517 3.6059 2.9223 0.4 -1.2 1.4
H 5.0407 0.1655 -1.6967 -0.1 1.5 0.7
O -5.5903 -1.8373 -0.5970 0.2 0.9 -0.6
H 4.8898 -1.2184 -1.2056 -2.4 -4.3 6.7
H 3.3351 2.1529 1.1532 1.6 1.4 1.6
O -0.2514 -0.2224 -4.4325 0.3 -0.7 1.2
H -0.2310 -2.3529 -1.2707 1.5 0.3 0.3
H 1.8888 4.2108 -1.4334 0.3 -0.1 0.4
O 3.5050 -0.5052 -3.9657 -0.3 -0.1 -0.4
O 5.1391 -0.7444 -1.8691 2.7 2.8 -6.9
O -3.1322 0.3265 1.9171 0.2 3.7 1.9
H -4.0777 -2.1557 1.5426 -1.4 0.9 1.6
O -2.5572 -1.4066 5.2588 -1.4 -1.2 -0.8
H 3.6817 -0.3687 -3.0260 0.0 -0.2 -0.3
H -1.3690 -5.8812 -1.2736 -0.4 -0.8 2.2
O 2.8235 4.2735 -1.1649 -0.4 1.8 -0.3
O -0.1745 -1.1429 -0.0142 0.9 0.1 0.9
H 5.2912 1.0306 0.8218 0.1 -1.0 1.0
```
Forces are in eV/Å.

Summary:
charge	-1
E_LUMO	1.87	eV
DFT total energy	-41580.9594	eV
molecular weight	359.29	u
E_HOMO	-7.527	eV
relative energy (zero: lowest compared OMol25 entry of this formula, charge and spin)	756.75	kJ/mol


Record 4
A structure of composition H39O20 at a distorted geometry. Source: OMol25; level of theory: ωB97M-V/def2-TZVPD.

Structure (XYZ):
```
59
Properties=species:S:1:pos:R:3:forces:R:3
H -3.3987 2.1428 -3.8963 1.0 0.5 -0.3
H 0.4017 1.0287 4.1100 -0.9 1.4 -1.3
H 3.5130 -1.7608 -3.4073 0.3 0.0 0.3
H 1.7055 0.5558 0.3945 -2.6 -3.3 0.7
H 0.1663 -0.1687 2.6468 0.3 2.8 0.6
H -0.4251 -2.0077 5.4342 -0.1 0.3 0.0
O -0.0399 -1.0375 2.4619 0.1 -3.5 -0.4
O 5.2520 0.2639 -2.9828 2.1 -0.3 1.7
H -2.3188 4.6042 1.2560 -0.3 1.1 0.0
O 2.3144 1.1911 0.2117 4.7 -0.1 -1.5
H -2.7201 -1.4828 2.2104 -1.0 -1.3 0.4
O 2.8326 2.1216 -2.0244 -4.6 -0.7 0.7
H 2.1116 -1.8885 0.6741 -1.1 1.2 -0.9
H -0.5963 -3.7235 2.4164 1.9 2.2 -3.5
O 0.2084 4.1191 -1.2919 0.6 2.8 0.2
O 2.5740 -1.5849 -3.4812 -0.5 -0.5 -0.3
H -3.3488 -3.4841 -0.5460 3.0 -5.5 3.4
H 2.0062 1.6812 -1.4929 3.8 0.3 0.9
O -0.1437 1.3053 -0.2824 -0.9 -1.7 -2.1
H 1.0872 3.8358 -1.5807 0.0 0.0 0.1
O -3.7020 -2.8302 -0.9888 -3.3 5.1 -2.2
H -3.6222 -2.0622 -0.3867 0.0 -0.3 -0.5
H -2.2693 0.2174 -0.9446 0.2 0.7 0.1
H -2.7565 -0.2479 0.5804 0.6 -0.1 -1.0
H -4.2399 -1.4858 -2.7438 -0.9 -0.2 -0.8
H -1.4823 1.1067 2.7230 -0.3 0.0 -0.7
H 5.7798 0.5029 -2.1972 1.1 -1.4 -0.1
H 1.9985 1.9411 0.5983 -1.3 3.3 1.5
H 2.8483 -0.0459 -3.9742 0.6 1.4 -0.7
O -3.3347 -1.2841 -2.9645 0.6 0.5 1.8
H -1.2140 -0.9482 2.2005 -0.6 0.4 -0.1
H 3.3351 1.3685 -3.5816 -0.3 -0.2 -0.4
H 2.0578 2.2229 -2.6118 1.1 1.1 -2.0
H -0.5048 2.3871 2.3768 -0.4 0.2 -1.1
H 0.3223 5.1373 -1.2153 -0.3 -2.7 -0.3
H -0.2844 0.5159 -0.9197 0.4 1.8 1.8
O -2.5251 1.6918 -3.8962 -3.1 -2.7 1.3
H 0.9555 -1.2804 1.4262 -1.0 0.4 -0.2
O -0.2979 -3.5125 -0.2154 1.7 1.0 -1.0
H 1.1641 -0.3765 3.8494 -0.8 1.8 1.7
H 4.7416 1.0115 -2.7563 -2.3 1.3 -0.8
O 0.8049 0.2948 4.5120 2.4 -2.6 1.0
H -0.7572 5.2369 1.1047 -2.0 -0.9 0.1
O -2.3287 -0.6476 2.0600 0.6 1.3 -0.2
H -2.9766 0.7920 -3.5493 2.1 1.9 -1.0
H -0.5265 1.0132 0.5450 -0.3 -0.3 0.2
O -0.9363 1.8420 3.0206 0.2 -0.1 1.6
H -0.6025 -3.9417 3.8248 0.1 0.1 0.9
O -2.8639 -0.3217 -0.4387 -0.9 -0.2 1.1
O -1.3850 4.4688 1.1777 2.4 -0.2 0.0
H 0.3621 -3.6224 -0.9607 -1.3 -0.2 1.1
H 0.1479 -2.0116 3.9435 0.1 -0.8 2.8
O 1.3351 -1.2766 0.4918 2.3 -2.0 0.1
O 3.2480 0.7954 -4.3532 -1.1 -0.5 -0.3
O 0.2545 -2.4398 4.9162 -0.1 0.3 -2.9
H 0.0138 -2.6183 0.0987 -0.5 -0.9 -0.2
H 2.1688 -1.6767 -2.6186 0.1 0.0 0.3
O -1.0313 -4.2226 3.0191 -2.1 -2.4 2.5
H -3.0782 -1.4047 -1.9820 0.5 0.3 -2.3
```
Forces are in eV/Å.

Summary:
charge	-1
E_LUMO	2.02	eV
DFT total energy	-41581.8676	eV
molecular weight	359.29	u
E_HOMO	-7.662	eV
relative energy (zero: lowest compared OMol25 entry of this formula, charge and spin)	669.12	kJ/mol


Q: Look up the relative energy (zero: lowest compared OMol25 entry of this formula, charge and spin) of the fourth one.
A: 669.12 kJ/mol